1.
8
Properties=species:S:1:pos:R:3:forces:R:3 method="wB97M-V/def2-TZVPD" total_charge=0 homo_energy_ev="-7.6 / -10.7" multiplicity=3 molar_mass_g_mol=110.094 de_lowest_kj_mol=74.0
H 2.643900 -0.184815 -0.359650 -3.020 1.398 0.462
N 1.608227 0.103626 -0.196637 1.723 -2.261 -0.468
N 1.122065 1.362861 -0.024977 1.568 -0.232 -0.317
S -2.032388 -0.367778 -0.223543 -0.686 -0.208 0.431
O -0.069160 1.346072 0.243725 -1.634 1.196 0.573
O -2.910419 -0.215942 0.891857 -0.226 0.462 -0.120
O -1.163888 -1.499824 -0.134678 0.742 -0.263 -0.389
H 0.801660 -0.544197 -0.196096 1.533 -0.091 -0.174

2.
9
Properties=species:S:1:pos:R:3:forces:R:3 method="wB97M-V/def2-TZVPD" total_charge=0 homo_energy_ev=-10.3 multiplicity=1 molar_mass_g_mol=142.161 de_lowest_kj_mol=139.8
S -0.108343 1.158916 0.195323 -3.293 -0.843 -0.157
H -2.582454 1.083636 -0.314667 -1.018 1.402 -1.171
S 1.387686 -0.644081 0.140966 -0.051 -0.224 0.628
N 0.754347 0.436991 -0.940254 0.488 -0.207 0.870
H -1.504559 -0.176768 -0.889352 -1.436 0.329 -0.409
O 0.438665 0.201441 1.368283 0.046 0.270 -0.838
O 2.738844 -0.453629 0.523187 -0.094 0.187 -0.444
O 0.849715 -1.949087 0.053950 -0.059 -0.122 -0.298
N -1.973903 0.342578 -0.137437 5.415 -0.794 1.820

3.
8
Properties=species:S:1:pos:R:3:forces:R:3 method="wB97M-V/def2-TZVPD" total_charge=0 homo_energy_ev="-8.1 / -8.4" multiplicity=1 molar_mass_g_mol=106.113 de_lowest_kj_mol=263.5
Si -0.870790 -0.355786 -0.169185 0.052 2.689 -2.594
O 0.377295 -0.055746 1.989536 -0.087 0.998 1.901
N 0.404764 -0.693390 0.974199 0.143 0.010 0.095
H -1.022275 -1.423176 -1.198200 -0.451 0.235 0.612
O 1.280916 1.759716 -1.194873 -3.033 -1.179 -0.624
O 1.324400 -1.370541 0.616677 1.580 -1.498 -0.658
N 0.178488 1.417948 -1.504846 2.250 -0.278 1.561
H -1.672797 0.720974 0.486693 -0.453 -0.977 -0.294

4.
9
Properties=species:S:1:pos:R:3:forces:R:3 method="wB97M-V/def2-TZVPD" total_charge=-1 smiles="N[P@](=O)([O-])[N+](=O)[O-]" homo_energy_ev=-5.6 multiplicity=1 molar_mass_g_mol=125.000 de_lowest_kj_mol=90.0
O -0.314592 -1.977978 0.209296 0.372 -0.118 -0.034
O 1.135031 1.443803 0.848332 0.289 -0.688 0.019
H 0.189512 -0.484719 -2.110787 0.191 -1.474 0.195
N 0.301860 0.055911 -1.270821 -0.548 0.872 -1.996
O -1.917283 0.126839 0.369617 4.000 -1.261 -0.900
O 0.537967 0.077781 2.381652 0.558 -0.567 0.542
P -0.522217 -0.528119 0.071866 -3.862 1.122 0.333
N 0.641363 0.374147 1.210855 -1.129 1.717 0.491
H -0.051641 0.912335 -1.710010 0.131 0.397 1.351

5.
7
Properties=species:S:1:pos:R:3:forces:R:3 method="wB97M-V/def2-TZVPD" total_charge=-1 homo_energy_ev="-3.1 / -3.1" multiplicity=1 molar_mass_g_mol=76.035 de_lowest_kj_mol=325.3
N -0.732268 -1.444787 0.065209 2.153 1.907 0.166
O -1.994073 1.029561 0.014261 -2.301 -2.289 0.177
N -2.545473 -0.150983 0.068323 -0.670 2.003 -1.004
H 0.006135 0.443145 0.492933 -0.043 -1.594 0.922
N 0.114855 -0.454097 -0.050687 -1.848 0.684 -1.024
H 0.277500 0.036108 -0.986995 -0.155 -1.519 0.231
O -3.801545 -0.276700 -0.097559 2.864 0.808 0.532

6.
8
Properties=species:S:1:pos:R:3:forces:R:3 method="wB97M-V/def2-TZVPD" total_charge=-1 homo_energy_ev="-2.6 / -2.6" multiplicity=1 molar_mass_g_mol=108.102 de_lowest_kj_mol=261.7
O 1.604671 0.794875 0.177738 -0.422 -0.845 -0.851
O -0.517375 1.229401 -0.351532 -1.736 -0.347 -0.247
S 1.559011 -1.819011 0.386762 0.747 -2.729 0.452
H -2.376860 -0.288691 -0.014931 1.423 0.299 -0.341
N -0.457076 -0.061629 -0.062995 0.804 1.360 0.096
N -1.487841 -0.820002 0.020716 0.438 -0.981 0.329
H 0.841980 1.388493 -0.296526 0.834 -0.658 0.976
N 0.833490 -0.423437 0.140769 -2.086 3.901 -0.414

7.
8
Properties=species:S:1:pos:R:3:forces:R:3 method="wB97M-V/def2-TZVPD" total_charge=0 smiles="[H]/N=N/N(O)N=O" homo_energy_ev=-9.2 multiplicity=1 molar_mass_g_mol=90.042 de_lowest_kj_mol=443.1
O 3.796758 -0.955456 -1.675982 -1.499 2.010 0.297
H -0.628770 1.233085 0.819563 0.845 0.471 0.030
O 1.394320 -1.663435 -1.333088 0.849 2.099 -0.204
N -0.094115 0.595841 0.224811 -0.153 -2.344 -1.228
N 1.053762 0.780005 0.020126 1.387 0.653 -0.500
N 1.877506 -0.349337 -0.918195 -2.676 -1.052 0.416
H 0.838683 -1.948590 -0.624029 -0.675 -0.319 1.044
N 3.069644 -0.017893 -1.264970 1.921 -1.518 0.146

8.
9
Properties=species:S:1:pos:R:3:forces:R:3 method="wB97M-V/def2-TZVPD" total_charge=0 homo_energy_ev=-10.6 multiplicity=1 molar_mass_g_mol=106.041 de_lowest_kj_mol=53.3
N -1.551182 0.428829 -1.484930 3.017 -1.395 -0.888
N 0.340784 0.547919 0.506248 0.650 1.601 -0.031
N -2.528625 0.831495 -1.216014 -1.695 0.736 0.025
H 1.393384 0.399489 -1.410979 -0.558 2.577 -0.529
H 0.276229 0.595838 1.524798 -0.406 -0.668 -0.212
O 1.099399 -1.494838 0.806237 0.786 -1.153 0.033
N 0.951609 -0.489402 0.178256 -0.691 0.970 0.374
O -3.582890 1.274837 -0.991141 -1.515 0.623 0.607
O 1.476029 -0.462258 -1.088085 0.411 -3.291 0.622

9.
9
Properties=species:S:1:pos:R:3:forces:R:3 method="wB97M-V/def2-TZVPD" total_charge=-1 homo_energy_ev="-1.8 / -1.8" multiplicity=1 molar_mass_g_mol=104.049 de_lowest_kj_mol=108.1
O -2.597846 -0.715479 -0.912744 -0.206 0.503 -0.264
N -2.602267 -0.403142 1.369407 -0.339 0.484 -2.027
N 0.070774 0.827086 0.193206 -0.312 1.920 0.883
H 0.523715 1.732160 0.521848 -0.673 -1.351 -0.541
N -2.625516 -0.461943 0.240766 0.559 -0.962 2.322
H 0.725926 -0.815173 -0.427772 0.429 -2.371 -1.016
N 1.090599 0.051368 -0.184403 1.037 3.456 1.302
N 2.326275 0.389743 -0.154240 -0.101 -2.955 -1.381
O 3.088342 -0.604616 -0.646068 -0.394 1.276 0.722

10.
8
Properties=species:S:1:pos:R:3:forces:R:3 method="wB97M-V/def2-TZVPD" total_charge=-2 homo_energy_ev="0.1 / 0.1" multiplicity=1 molar_mass_g_mol=127.061 de_lowest_kj_mol=165.0
H -4.433894 0.167008 -1.116710 0.842 -0.535 1.468
O 2.789748 1.680258 0.025201 -0.388 -0.179 -0.005
O 2.826646 -0.692746 -0.975656 -0.315 0.057 -0.029
N -1.965106 -0.759004 0.038767 -1.366 -1.918 0.151
P 2.755025 0.200950 0.208312 1.224 0.412 -0.656
S -3.451787 -0.277249 0.402446 -1.154 0.606 -1.402
O 2.928549 -0.363873 1.558782 -0.263 -0.256 0.694
H -1.449181 0.044654 -0.141144 1.419 1.813 -0.222

11.
8
Properties=species:S:1:pos:R:3:forces:R:3 method="wB97M-V/def2-TZVPD" total_charge=0 homo_energy_ev=-10.5 multiplicity=1 molar_mass_g_mol=110.993 de_lowest_kj_mol=272.7
O 0.923881 1.217610 0.072951 -0.211 0.781 -0.328
O -2.504550 -0.568760 0.223375 -0.149 1.498 0.423
H -3.154503 0.148950 0.427568 0.722 -1.220 -0.339
H -2.982521 -1.372823 0.049821 -0.488 -0.269 -0.063
O 3.005846 1.700758 -0.490777 -0.717 0.434 0.087
O 1.209636 -1.456866 -0.706196 -0.164 -0.867 -1.410
N 2.167317 0.988665 -0.053450 1.065 -0.822 -0.002
P 1.334893 -0.657534 0.476710 -0.057 0.466 1.631

12.
5
Properties=species:S:1:pos:R:3:forces:R:3 method="wB97M-V/def2-TZVPD" total_charge=0 smiles=N#P.O homo_energy_ev=-10.5 multiplicity=1 molar_mass_g_mol=62.996 de_lowest_kj_mol=199.1
O 1.416829 0.235000 -0.101937 1.492 0.674 1.125
P -2.559592 -0.375192 -0.699074 -1.808 -0.173 -0.865
H 1.789219 0.564277 0.754672 -0.494 -0.472 -1.223
H 0.610689 -0.217900 0.140739 -0.512 -0.001 0.072
N -1.257143 -0.206183 -0.094399 1.322 -0.029 0.892

13.
5
Properties=species:S:1:pos:R:3:forces:R:3 method="wB97M-V/def2-TZVPD" total_charge=0 homo_energy_ev=-9.0 multiplicity=1 molar_mass_g_mol=62.996 de_lowest_kj_mol=262.4
P 2.349626 -0.542760 0.367621 -3.533 1.571 -0.146
H -0.392457 0.344438 -0.516225 0.976 -1.009 2.143
H -0.130941 -0.560555 1.058018 -0.886 0.455 -1.133
O 3.096656 0.395443 -0.450016 0.277 -0.108 -0.119
N 0.098283 0.234625 0.438156 3.167 -0.908 -0.746

14.
3
Properties=species:S:1:pos:R:3:forces:R:3 method="wB97M-V/def2-TZVPD" total_charge=0 homo_energy_ev=-11.3 multiplicity=1 molar_mass_g_mol=18.015 de_lowest_kj_mol=560.2
H 0.252318 -0.520828 0.849741 1.103 -1.881 0.103
O -0.198336 0.266714 0.634185 -0.948 2.013 -3.704
H -0.053982 0.254114 -1.483925 -0.155 -0.132 3.601

15.
6
Properties=species:S:1:pos:R:3:forces:R:3 method="wB97M-V/def2-TZVPD" total_charge=-1 homo_energy_ev="-2.8 / -2.8" multiplicity=1 molar_mass_g_mol=97.055 de_lowest_kj_mol=237.7
P 0.839800 -0.392295 0.869162 1.354 -0.642 -1.186
O -0.591489 0.013142 1.241812 -1.913 1.677 -0.548
S -1.465168 1.111210 -0.598880 -0.117 -0.438 1.015
H 0.929716 0.088341 -0.674805 0.021 -0.997 1.692
O -0.300056 1.020844 -1.558011 0.093 0.048 -0.310
H 0.587196 -1.841241 0.720722 0.561 0.352 -0.663

16.
5
Properties=species:S:1:pos:R:3:forces:R:3 method="wB97M-V/def2-TZVPD" total_charge=0 homo_energy_ev=-9.2 multiplicity=1 molar_mass_g_mol=152.725 de_lowest_kj_mol=72.1
H 1.853812 -0.981434 0.564956 -0.053 -0.267 -0.443
H -2.361308 0.511736 -0.070614 -0.006 -0.474 0.263
O 1.750582 -1.006784 -0.406244 -0.869 2.970 0.520
Sn 0.480432 1.630186 -0.341434 -1.041 -4.874 0.511
O -1.723518 -0.153704 0.253336 1.968 2.646 -0.851

17.
9
Properties=species:S:1:pos:R:3:forces:R:3 method="wB97M-V/def2-TZVPD" total_charge=0 homo_energy_ev=-9.7 multiplicity=1 molar_mass_g_mol=162.213 de_lowest_kj_mol=78.1
O 3.325901 0.011031 -0.022565 2.151 0.844 0.110
S 2.064997 -0.515671 -0.413124 -1.360 -0.604 -0.001
H -2.796160 -0.733753 -1.308406 0.187 1.530 1.217
O 0.953290 0.753819 -0.197183 -0.037 0.215 -0.438
S -0.302804 0.754452 0.797317 -0.985 -1.063 0.502
S -2.938162 0.402572 -0.429115 -0.433 -1.597 -0.825
O -0.526795 -0.616377 1.243419 0.283 0.827 -0.126
H 1.644014 -1.097876 0.739370 -0.517 -0.491 -0.050
O -1.424284 1.041800 -0.409716 0.710 0.339 -0.389

18.
9
Properties=species:S:1:pos:R:3:forces:R:3 method="wB97M-V/def2-TZVPD" total_charge=-1 smiles="O=P([O-])(OO)OO" homo_energy_ev=-5.8 multiplicity=1 molar_mass_g_mol=128.984 de_lowest_kj_mol=124.6
O 1.965334 -1.186731 -0.761491 1.000 0.250 -1.052
O 0.683282 -1.308684 1.446633 -0.669 0.339 0.256
H 0.168964 2.675081 0.442635 1.261 1.408 1.811
O 0.065738 0.915905 0.209585 -0.855 0.008 0.605
O -0.506193 -1.484623 -0.899281 1.165 -0.028 -0.058
H -1.149397 0.028525 0.093080 -1.438 -1.523 -0.978
O -1.653260 -0.937963 -0.284177 -0.152 2.671 1.466
P 0.749637 -1.039634 0.010993 0.139 0.119 -0.202
O -0.324104 2.338124 -0.257977 -0.452 -3.245 -1.847

19.
9
Properties=species:S:1:pos:R:3:forces:R:3 method="wB97M-V/def2-TZVPD" total_charge=0 homo_energy_ev="-8.4 / -8.4" multiplicity=1 molar_mass_g_mol=222.113 de_lowest_kj_mol=163.8
S -3.317252 -0.620598 -1.245821 0.006 1.260 1.274
P 0.734669 0.460214 0.183006 -0.711 -0.297 0.390
P -0.766304 -0.936315 1.267026 -0.623 1.117 -1.518
P -1.664224 -1.793346 -0.666705 0.582 -0.313 -0.733
S -0.203699 2.056752 -0.711808 -0.903 -1.208 0.466
P -3.145600 1.146291 -0.032105 1.274 -0.209 -0.581
H 0.968296 0.744260 1.556611 0.302 0.768 -0.030
S -2.273876 0.604796 1.723180 0.167 -0.978 -0.474
H -0.839975 -1.233673 -1.750814 -0.094 -0.140 1.207

20.
51
Properties=species:S:1:pos:R:3:forces:R:3 method="wB97M-V/def2-TZVPD" total_charge=-1 homo_energy_ev="-7.0 / -7.0" multiplicity=2 molar_mass_g_mol=404.293
H -0.112188 3.299335 0.873088 -0.532 0.212 0.403
H -0.714888 -1.806165 -2.119272 0.060 0.025 -0.180
H 1.774162 1.404955 -2.698872 0.323 0.356 -0.019
H 1.478352 0.618155 -1.439762 -0.133 0.436 0.204
O -0.481198 -2.482795 -2.754722 -0.565 -0.879 -0.568
O 3.571562 0.733525 0.209318 0.946 -0.513 -0.343
H -1.484528 -0.849155 4.133628 0.357 -0.154 0.274
O -0.659338 0.444335 -3.782922 -0.492 0.829 -1.361
H -3.831368 -0.155545 -1.115372 -0.084 0.343 0.199
O -0.287068 -4.244095 0.204338 -0.839 -1.330 0.246
H 0.568892 2.245615 0.025928 0.003 -0.164 -0.257
O 1.786022 0.517425 -2.340552 0.417 0.184 -1.337
H 2.091802 3.082085 1.186438 -1.011 0.135 -0.489
H 0.269422 0.608865 -3.619962 0.090 -0.388 0.180
H 0.475472 -2.466515 -2.781752 0.424 -0.024 0.230
O 2.888302 3.072135 1.717218 1.199 -0.085 0.656
H 1.806262 -1.822295 1.265818 -0.013 0.146 -0.185
O 0.625922 3.167225 0.278138 0.560 0.765 -0.369
O -1.004568 -0.310835 -1.335922 2.901 0.487 4.162
H 0.828532 -3.134435 2.528338 0.273 0.012 -0.016
O -1.918568 -0.073225 3.778978 -0.816 -0.330 0.459
O 2.697932 -1.841055 1.613378 0.450 -0.482 0.684
H 2.118562 -1.131475 -1.814962 0.416 0.097 -0.430
H -2.220498 2.551095 2.389038 -0.261 0.142 0.032
H -0.173868 -3.293735 0.219658 0.380 0.575 -0.382
O 1.020332 0.590115 0.062048 -2.202 -0.495 0.625
O -1.637908 2.301345 -1.794122 -0.432 1.119 0.323
H 2.621872 0.751535 0.091048 0.275 0.066 0.297
O 2.031012 -2.038885 -1.523142 0.754 -0.483 -0.667
O -3.350398 -0.911685 -1.451752 -1.959 -1.174 0.146
H 1.472192 -1.988725 -0.747622 -0.006 -0.441 0.166
O -1.135498 0.094065 1.238728 1.693 -0.694 -2.139
O -3.291758 1.446055 0.218218 -1.233 -0.176 0.501
H 0.441272 -4.580975 0.726128 0.171 -0.153 0.008
O 0.320422 -1.795805 0.401578 -1.890 2.785 -0.577
H -2.429268 -0.661415 -1.380162 0.429 0.151 -0.101
H 3.169762 3.986595 1.744788 0.073 0.161 0.022
K -2.676128 -2.309285 1.442438 0.231 0.026 -0.327
P -0.206008 -0.374505 0.026928 -1.380 -1.793 -0.060
H -1.308198 1.432375 -1.565172 0.189 -0.495 -0.137
O -1.333288 2.568055 2.030148 0.177 0.943 0.547
H -2.980058 1.949175 -0.534072 0.323 0.501 -0.575
H 0.041962 -1.866265 2.273448 0.416 0.175 -0.325
H -1.765238 2.267585 -2.742212 0.131 -0.153 -0.392
H 3.162842 -1.166775 1.117958 0.399 0.400 -0.236
H -1.010228 0.184985 -2.930952 0.244 -0.445 -0.143
H 3.779162 1.576235 0.613008 -0.035 0.367 0.414
H -1.252828 1.743905 1.550018 0.258 -0.243 0.172
H -1.507128 0.062885 2.925498 0.425 0.229 -0.275
O 0.224222 -2.521465 2.947048 -1.012 -0.279 1.107
H -2.494238 1.127455 0.640938 -0.094 -0.294 -0.168